Record 1
Formula: C8H8FNO3
Source: the Open Molecules 2025 dataset
Level of theory: the ωB97M-V functional and the def2-TZVPD basis

Structure (XYZ):
```
21
C8H8FNO3 | the Open Molecules 2025 dataset | the ωB97M-V functional and the def2-TZVPD basis
C 0.65 -0.61 -2.11
C 1.06 0.60 -1.56
C -0.27 -1.46 -1.47
C 0.55 0.92 -0.32
C -0.83 -1.11 -0.22
C -0.41 0.09 0.35
C -0.99 0.71 1.48
C 0.50 0.24 2.82
N -0.32 0.03 4.00
O -0.58 1.06 4.63
O -0.82 -1.07 4.17
O -2.24 0.38 1.81
F 1.13 -0.89 2.47
H 1.21 -0.94 -2.96
H 1.56 1.18 -2.22
H -0.54 -2.43 -1.89
H 0.66 1.94 0.02
H -1.47 -1.74 0.18
H -0.89 1.83 1.39
H 1.04 1.10 2.84
H -2.42 -0.57 2.05
```

The energy above the lowest of the compared OMol25 structures with the same formula, charge and spin is 468.1 kJ/mol. The value obtained for the HOMO-LUMO gap is 8.640 eV. As for the HOMO energy: -8.99 eV. The energy comes out at -689.7970 Ha. As for the multiplicity: 1.

***

Record 2
Formula: C7H10BF4N3O8V3
Source: the Open Molecules 2025 dataset
Level of theory: the ωB97M-V functional and the def2-TZVPD basis

Structure (XYZ):
```
36
C7H10BF4N3O8V3 | the Open Molecules 2025 dataset | the ωB97M-V functional and the def2-TZVPD basis
O -0.56 3.75 1.30
V -0.17 2.96 2.61
O -0.81 3.86 3.84
O 0.90 -3.04 0.21
V 2.34 -2.35 0.30
O 3.37 -3.22 -0.51
O -0.24 -2.14 5.64
V 0.39 -1.86 4.25
B 0.55 0.82 5.08
F 0.25 1.10 6.37
F 1.58 -0.18 4.97
F -0.55 0.18 4.42
F 0.95 1.98 4.39
O 1.40 -0.30 0.19
C 0.98 0.00 1.47
O 0.95 -0.92 2.36
O 0.72 1.17 1.74
H 0.99 0.51 -0.23
C -1.64 -1.87 -1.56
C -2.50 -1.13 -2.49
N -3.19 -0.58 -3.23
H -2.29 -2.09 -0.72
H -0.79 -1.22 -1.38
H -1.47 -2.76 -2.17
C 1.17 -2.24 -4.89
C 1.38 -1.86 -3.50
N 1.56 -1.59 -2.39
H 0.31 -2.91 -4.88
H 2.09 -2.68 -5.27
H 0.83 -1.37 -5.44
C -1.59 3.78 -1.89
C -1.04 2.48 -1.50
N -0.61 1.45 -1.22
H -1.08 4.17 -2.77
H -1.52 4.46 -1.05
H -2.67 3.65 -2.04
```

As for the charge: +2. The value obtained for the HOMO-LUMO gap (spin up / spin down) is 4.998 / 5.550 eV. As for the HOMO energy (spin up / spin down): -15.89 / -15.89 eV. The expectation value of S² is 3.8328. The energy comes out at -4294.7078 Ha. As for the multiplicity: 4.

***

Record 3
Formula: C67H68N14O3S
Source: the Open Molecules 2025 dataset
Level of theory: the ωB97M-V functional and the def2-TZVPD basis

Structure (XYZ):
```
153
C67H68N14O3S | the Open Molecules 2025 dataset | the ωB97M-V functional and the def2-TZVPD basis
O -1.29 4.84 -8.65
C -0.71 5.28 -7.52
O 0.19 6.47 -7.45
C -0.99 4.52 -6.07
C -2.48 4.60 -5.31
C -2.60 3.80 -3.88
N -1.42 3.02 -3.31
C -1.63 2.35 -1.97
C -0.73 3.19 -0.84
C -1.00 4.82 -0.88
C -0.04 5.67 0.17
S 0.58 4.65 1.62
C 2.44 4.71 1.79
N 3.31 3.59 1.25
N 4.69 3.75 1.49
C 4.73 5.09 2.22
O 3.36 5.68 2.39
C -0.05 2.92 -3.95
C 0.26 3.65 -5.40
H -3.40 5.20 -5.76
H -3.62 3.83 -3.30
H -2.73 2.42 -1.60
H -1.26 1.24 -1.91
H 0.43 3.05 -1.06
H -1.05 2.73 0.21
H -0.86 5.29 -1.97
H -2.14 5.04 -0.61
H 0.79 6.19 -0.46
H -0.76 6.50 0.63
H 5.76 5.54 2.60
H 0.84 2.32 -3.46
H 1.31 3.57 -5.96
N -2.91 1.20 0.73
C -4.00 0.73 0.08
C -4.82 -0.27 0.59
C -4.50 -0.81 1.83
C -3.39 -0.35 2.51
C -2.63 0.65 1.93
H -4.20 1.18 -0.88
H -5.68 -0.61 0.03
H -5.12 -1.60 2.26
H -3.11 -0.76 3.48
H -1.75 1.05 2.43
N -1.58 -2.91 0.58
C -0.59 -3.20 1.46
C -0.59 -4.31 2.28
C -1.66 -5.19 2.20
C -2.70 -4.93 1.31
C -2.61 -3.78 0.53
H 0.22 -2.48 1.49
H 0.23 -4.49 2.97
H -1.70 -6.08 2.83
H -3.55 -5.59 1.22
H -3.38 -3.53 -0.19
N 3.92 3.29 -6.22
C 4.71 2.71 -5.28
C 5.45 1.56 -5.49
C 5.38 0.96 -6.74
C 4.58 1.52 -7.73
C 3.88 2.68 -7.42
H 4.72 3.22 -4.32
H 6.06 1.15 -4.70
H 5.95 0.06 -6.94
H 4.51 1.08 -8.71
H 3.24 3.16 -8.16
N -4.38 -7.92 -0.40
C -4.85 -6.96 -1.22
C -4.66 -6.96 -2.59
C -3.94 -8.00 -3.16
C -3.43 -9.00 -2.34
C -3.68 -8.92 -0.98
H -5.41 -6.17 -0.73
H -5.07 -6.16 -3.21
H -3.77 -8.03 -4.23
H -2.86 -9.83 -2.75
H -3.30 -9.68 -0.30
N 6.55 -2.66 -8.17
C 7.72 -1.98 -8.07
C 8.52 -1.67 -9.16
C 8.11 -2.08 -10.42
C 6.91 -2.78 -10.55
C 6.18 -3.04 -9.41
H 8.00 -1.69 -7.06
H 9.44 -1.12 -9.02
H 8.71 -1.85 -11.29
H 6.56 -3.11 -11.53
H 5.23 -3.58 -9.46
N -4.07 0.75 6.04
C -4.04 1.99 5.52
C -4.97 2.98 5.82
C -5.99 2.67 6.71
C -6.05 1.39 7.26
C -5.08 0.47 6.90
H -3.22 2.19 4.83
H -4.89 3.96 5.38
H -6.74 3.41 6.97
H -6.84 1.11 7.95
H -5.08 -0.54 7.30
N 3.69 6.80 6.08
C 2.89 6.55 5.02
C 1.52 6.75 5.03
C 0.93 7.24 6.19
C 1.73 7.52 7.30
C 3.10 7.28 7.19
H 3.39 6.16 4.14
H 0.92 6.53 4.15
H -0.14 7.42 6.24
H 1.31 7.90 8.22
H 3.77 7.48 8.02
N -2.74 -7.66 3.95
C -3.83 -8.14 3.30
C -4.65 -9.13 3.81
C -4.34 -9.68 5.05
C -3.22 -9.21 5.73
C -2.46 -8.21 5.15
H -4.03 -7.68 2.34
H -5.52 -9.47 3.25
H -4.96 -10.46 5.48
H -2.94 -9.62 6.70
H -1.58 -7.81 5.64
N 2.09 -6.56 3.99
C 3.08 -6.85 4.87
C 3.08 -7.97 5.69
C 2.00 -8.85 5.61
C 0.97 -8.58 4.71
C 1.06 -7.44 3.93
H 3.89 -6.13 4.90
H 3.90 -8.15 6.38
H 1.97 -9.73 6.23
H 0.12 -9.24 4.62
H 0.28 -7.19 3.22
N 1.81 -2.19 -5.46
C 2.90 -1.97 -6.23
C 4.20 -2.15 -5.78
C 4.40 -2.57 -4.47
C 3.30 -2.80 -3.66
C 2.04 -2.60 -4.19
H 2.70 -1.64 -7.24
H 5.04 -1.96 -6.44
H 5.41 -2.71 -4.09
H 3.42 -3.13 -2.63
H 1.14 -2.77 -3.60
N -2.16 10.05 2.73
C -2.68 10.58 3.86
C -1.94 10.91 4.97
C -0.56 10.69 4.94
C 0.01 10.14 3.79
C -0.82 9.85 2.72
H -3.76 10.73 3.83
H -2.41 11.33 5.85
H 0.05 10.93 5.80
H 1.07 9.95 3.74
H -0.42 9.42 1.81
```

The value obtained for the HOMO-LUMO gap is 6.356 eV. As for the HOMO energy: -7.46 eV. The energy comes out at -3983.6986 Ha. As for the multiplicity: 1.

***

Record 4
Formula: C19H49CuO18S5
Source: the Open Molecules 2025 dataset
Level of theory: the ωB97M-V functional and the def2-TZVPD basis

Structure (XYZ):
```
92
C19H49CuO18S5 | the Open Molecules 2025 dataset | the ωB97M-V functional and the def2-TZVPD basis
Cu 0.87 -0.66 0.75
C 2.54 -4.79 0.77
C 2.80 -3.38 1.33
O 1.68 -2.61 1.48
H 1.79 -5.32 1.35
H 3.50 -5.32 0.73
H 2.22 -4.67 -0.28
H 3.58 -2.85 0.74
H 3.24 -3.59 2.33
O -0.69 -2.05 5.35
C -1.60 -1.12 4.90
C -1.52 -0.70 3.37
O -0.32 -0.81 2.77
H -1.50 -0.20 5.49
H -2.58 -1.57 5.09
H -1.98 0.31 3.25
H -2.24 -1.39 2.89
O -1.28 -0.57 -0.36
S -2.51 -0.26 -1.02
O -2.66 0.92 -1.82
O -2.90 -1.55 -1.91
C -4.00 -1.48 -2.83
C -4.26 -2.89 -3.32
C -3.80 -0.34 0.26
H -3.87 -0.78 -3.65
H -4.86 -1.08 -2.27
H -4.91 -2.81 -4.19
H -4.82 -3.54 -2.65
H -3.31 -3.33 -3.63
H -3.97 -1.38 0.53
H -4.77 -0.01 -0.11
H -3.44 0.22 1.11
O 3.08 1.91 4.01
S 3.28 1.32 2.70
O 2.44 0.24 2.30
O 3.25 2.51 1.61
C 3.89 3.74 1.94
C 3.06 4.94 1.48
C 5.00 0.75 2.57
H 4.83 3.81 1.38
H 4.10 3.77 3.01
H 3.60 5.87 1.68
H 2.07 4.93 1.92
H 3.07 4.97 0.39
H 5.04 0.11 1.69
H 5.14 0.19 3.49
H 5.69 1.59 2.59
O 2.06 0.61 -0.70
S 2.28 1.18 -2.00
O 3.37 0.75 -2.82
O 0.86 1.03 -2.81
C 0.88 1.48 -4.17
C -0.56 1.46 -4.69
C 2.32 2.97 -1.82
H 1.53 0.81 -4.75
H 1.37 2.45 -4.31
H -0.42 1.39 -5.77
H -0.97 2.44 -4.44
H -1.20 0.66 -4.34
H 2.66 3.47 -2.73
H 2.91 3.22 -0.95
H 1.28 3.25 -1.68
O 1.01 -1.74 -1.27
S 1.19 -2.64 -2.37
O 2.44 -2.89 -3.02
O 0.68 -4.08 -1.86
C -0.39 -4.11 -0.89
C -0.68 -5.54 -0.57
C -0.02 -2.36 -3.65
H -1.25 -3.65 -1.40
H -0.09 -3.53 -0.01
H 0.03 -5.91 0.18
H -0.61 -6.16 -1.47
H -1.66 -5.72 -0.12
H -0.97 -2.11 -3.19
H -0.16 -3.30 -4.17
H 0.33 -1.59 -4.33
O 0.18 1.47 1.11
S -0.42 2.69 1.54
O -0.06 3.95 0.95
O -2.04 2.47 1.31
C -2.80 3.66 1.18
C -4.27 3.30 1.10
C -0.39 2.82 3.34
H -2.58 4.26 0.30
H -2.61 4.34 2.01
H -4.37 2.45 0.42
H -4.92 4.05 0.65
H -4.67 2.94 2.05
H -0.82 1.92 3.77
H -1.04 3.67 3.54
H 0.62 3.07 3.65
```

The energy above the lowest of the compared OMol25 structures with the same formula, charge and spin is 0.0 kJ/mol. As for the charge: -1. The value obtained for the HOMO-LUMO gap (spin up / spin down) is 4.266 / 4.244 eV. As for the HOMO energy (spin up / spin down): -2.41 / -2.39 eV. The expectation value of S² is 0.7603. The energy comes out at -5738.8070 Ha. As for the multiplicity: 2.

***

Record 5
Formula: C8H20O4
Source: the Open Molecules 2025 dataset
Level of theory: the ωB97M-V functional and the def2-TZVPD basis

Structure (XYZ):
```
32
C8H20O4 | the Open Molecules 2025 dataset | the ωB97M-V functional and the def2-TZVPD basis
C -1.86 -1.77 -1.18
C -1.85 -0.90 0.06
C -2.05 -1.20 1.33
C -2.14 1.11 -1.38
C -1.25 0.44 -0.66
C 0.15 0.74 -0.63
C 0.69 1.97 -0.49
C 2.18 2.26 -0.76
H -1.24 -2.65 -1.06
H -1.58 -1.15 -2.10
H -2.86 -2.43 -1.37
H -2.01 -2.25 1.58
H -2.25 -0.39 2.02
H -1.95 2.06 -1.85
H -3.09 0.89 -1.68
H 0.95 -0.05 -0.57
H 0.26 2.84 -0.28
H 2.74 2.38 0.13
H 2.36 3.09 -1.37
H 2.46 1.32 -1.33
H 0.50 -0.95 -2.34
H 0.55 -0.65 -3.89
O 0.76 -1.26 -3.23
H 3.05 -1.25 -0.14
H 2.06 -1.95 1.06
O 2.33 -1.76 0.18
H -0.19 1.33 2.49
H 0.20 2.66 3.09
O 0.53 1.75 2.92
H 0.42 -0.57 2.30
H 0.31 -0.79 3.85
O 0.90 -0.90 3.09
```

The energy above the lowest of the compared OMol25 structures with the same formula, charge and spin is 388.9 kJ/mol. The value obtained for the HOMO-LUMO gap is 9.272 eV. As for the HOMO energy: -8.77 eV. The energy comes out at -617.5904 Ha. As for the multiplicity: 1. As for the SMILES: C=C(C)C(=C)/C=C/C.O.O.O.O.